Entry 1
A 2-piece molecular cluster, C4H13NOS overall. Source: the Open Molecules 2025 dataset; level of theory: ωB97M-V with the def2-TZVPD basis set.

Each atom is followed by the atoms it is bonded to, with distances in Å.
Positions of all 20 atoms, in Å:
1 H -0.364 0.251 -1.462  C5 1.085
2 H -0.119 -2.604 -2.165  O6 0.957
3 C 0.344 1.383 0.232  C5 1.508, C7 1.517, H9 1.100, H11 1.093
4 H 0.383 0.717 2.221  C7 1.085
5 C -0.322 1.279 -1.117  H1 1.085, C3 1.508, S19 1.835, H20 1.093
6 O -0.512 -1.826 -2.561  H2 0.957, H10 0.971
7 C -0.104 0.406 1.303  C3 1.517, H4 1.085, H8 1.084, C14 1.522
8 H -1.175 0.465 1.459  C7 1.084
9 H 1.439 1.338 0.140  C3 1.100
10 H -1.477 -1.931 -2.603  O6 0.971
11 H 0.227 2.386 0.650  C3 1.093
12 H -1.891 2.947 -0.462  S19 1.340
13 N 1.406 -1.493 1.808  C14 1.469, H15 1.009, H16 1.009
14 C 0.256 -1.044 1.011  C7 1.522, N13 1.469, H17 1.092, H18 1.073
15 H 1.857 -2.300 1.403  N13 1.009
16 H 2.070 -0.748 1.957  N13 1.009
17 H 0.446 -1.137 -0.060  C14 1.092
18 H -0.534 -1.741 1.213  C14 1.073
19 S -2.089 1.772 -1.075  C5 1.835, H12 1.340
20 H 0.160 1.881 -1.890  C5 1.093

The net charge is 0. As for the spin multiplicity: 1. Its HOMO energy is -8.91 eV.

Here are the Löwdin charges for atoms 1 to 5, given in e: H 0.021; H 0.034; C -0.302; H 0.107; C -0.547

Entry 2
A 2-piece molecular cluster, C4H13NOS overall. Source: the Open Molecules 2025 dataset; level of theory: ωB97M-V with the def2-TZVPD basis set.

Each atom is followed by the atoms it is bonded to, with distances in Å.
Positions of all 20 atoms, in Å:
1 H -1.192 2.889 -0.629  O18 0.968
2 H -0.419 3.640 -1.792  O18 0.994
3 H -0.794 0.244 2.929  C5 1.101
4 H -0.982 0.670 -1.756  C6 1.016
5 C -0.640 0.894 2.054  H3 1.101, H7 1.116, H8 1.102, N15 1.458
6 C -1.471 -0.079 -1.274  H4 1.016, C13 1.614, H16 1.150, H19 1.115
7 H -1.692 1.249 1.944  C5 1.116
8 H -0.094 1.793 2.384  C5 1.102
9 S 2.043 -1.755 0.030  H10 1.331, C12 1.884
10 H 1.953 -0.975 1.105  S9 1.331
11 H 0.031 -1.659 -1.565  C12 1.058
12 C 0.250 -1.827 -0.543  S9 1.884, H11 1.058, C13 1.673, H20 1.134
13 C -0.737 -0.618 0.059  C6 1.614, C12 1.673, H14 1.141, N15 1.487
14 H -1.319 -1.170 0.870  C13 1.141
15 N -0.102 0.536 0.747  C5 1.458, C13 1.487, H17 1.029
16 H -1.566 -0.980 -1.983  C6 1.150
17 H 0.881 0.841 0.732  N15 1.029
18 O -1.063 3.754 -1.044  H1 0.968, H2 0.994
19 H -2.473 0.361 -1.063  C6 1.115
20 H -0.220 -2.831 -0.306  C12 1.134

The net charge is 0. As for the spin multiplicity: 1. Its HOMO energy is -8.84 eV.

Here are the Löwdin charges for atoms 1 to 5, given in e: H 0.002; H 0.060; H 0.070; H 0.018; C -0.164

Entry 3
A 2-piece molecular cluster, C4H13NOS overall. Source: the Open Molecules 2025 dataset; level of theory: ωB97M-V with the def2-TZVPD basis set.

Each atom is followed by the atoms it is bonded to, with distances in Å.
Positions of all 20 atoms, in Å:
1 O 1.571 1.839 3.059  H3 0.958, H11 0.946
2 H -1.634 2.238 -0.921  C8 1.068
3 H 0.710 1.537 2.767  O1 0.958
4 C -0.053 -0.129 0.248  N17 1.475, C18 1.519, H19 1.093, H20 1.083
5 H -0.950 2.824 -2.402  C8 1.098
6 H 0.785 0.012 -1.682  N17 0.995
7 H 0.788 -2.906 0.302  S13 1.340
8 C -0.773 2.725 -1.323  H2 1.068, H5 1.098, H10 1.088, C15 1.536
9 H 0.848 2.200 -0.121  C15 1.107
10 H -0.554 3.743 -1.008  C8 1.088
11 H 2.013 1.058 3.358  O1 0.946
12 H -1.980 -1.146 0.082  C18 1.088
13 S -0.318 -2.814 -0.450  H7 1.340, C18 1.805
14 H 1.391 2.001 -1.630  C15 1.095
15 C 0.455 1.833 -1.088  C8 1.536, H9 1.107, H14 1.095, N17 1.489
16 H -0.974 -1.531 1.458  C18 1.091
17 N 0.057 0.398 -1.125  C4 1.475, H6 0.995, C15 1.489
18 C -0.954 -1.345 0.383  C4 1.519, H12 1.088, S13 1.805, H16 1.091
19 H 0.937 -0.519 0.499  C4 1.093
20 H -0.351 0.706 0.872  C4 1.083

The net charge is 0. As for the spin multiplicity: 1. Its HOMO energy is -9.04 eV.

Here are the Löwdin charges for atoms 1 to 5, given in e: O -0.043; H 0.059; H 0.012; C -0.319; H 0.067

Entry 4
A 2-piece molecular cluster, C4H13NOS overall. Source: the Open Molecules 2025 dataset; level of theory: ωB97M-V with the def2-TZVPD basis set.

Each atom is followed by the atoms it is bonded to, with distances in Å.
Positions of all 20 atoms, in Å:
1 H -3.218 1.514 -1.738  S15 1.397
2 H -2.540 -0.593 -0.687  C14 1.086
3 H 0.742 0.624 -2.484  C19 1.136
4 N 0.491 -0.558 -0.090  C5 1.495, H9 1.042, C16 1.509
5 C -0.533 0.383 -0.641  N4 1.495, H11 1.094, C14 1.511, C19 1.575
6 H -1.013 1.134 -2.640  C19 1.124
7 O 1.805 -2.078 4.068  H12 0.988, H18 0.950
8 H 2.292 -0.482 1.058  C16 1.085
9 H 0.862 -0.949 -0.981  N4 1.042
10 H -0.520 -0.591 -2.625  C19 1.059
11 H -0.340 1.412 -0.326  C5 1.094
12 H 2.180 -2.597 3.315  O7 0.988
13 H -1.976 -0.087 0.872  C14 1.089
14 C -1.959 0.176 -0.185  H2 1.086, C5 1.511, H13 1.089, S15 1.806
15 S -2.836 1.738 -0.413  H1 1.397, C14 1.806
16 C 1.592 0.208 0.600  N4 1.509, H8 1.085, H17 1.092, H20 1.173
17 H 2.130 0.712 -0.207  C16 1.092
18 H 2.063 -1.187 3.864  O7 0.950
19 C -0.326 0.360 -2.203  H3 1.136, C5 1.575, H6 1.124, H10 1.059
20 H 1.104 0.861 1.443  C16 1.173

The net charge is 0. As for the spin multiplicity: 1. Its HOMO energy is -9.05 eV.

Here are the Löwdin charges for atoms 1 to 5, given in e: H -0.107; H 0.072; H 0.095; N -0.107; C -0.520

Ordering by calculated energy gives the sequence entry 1, entry 3, entry 4, entry 2, with the first entry being the most stable.

Entry 1
A 2-piece molecular cluster, C4H13NOS overall. Source: the Open Molecules 2025 dataset; level of theory: ωB97M-V with the def2-TZVPD basis set.

Each atom is followed by the atoms it is bonded to, with distances in Å.
Positions of all 20 atoms, in Å:
1 H -0.318 -2.112 1.201  C13 1.067
2 H 0.100 -2.501 -1.326  C11 1.059
3 H 1.569 -1.642 -1.860  C11 1.079
4 C 0.642 -0.816 -0.060  H7 1.045, C11 1.544, C13 1.536, H14 1.131
5 O 0.652 2.057 -2.326  H10 0.975, H20 0.954
6 N -0.248 -0.671 -2.323  H9 0.988, C11 1.532, H19 1.099
7 H 1.537 -0.780 0.478  C4 1.045
8 H -1.522 -1.036 0.415  C13 1.070
9 H -1.215 -0.783 -2.153  N6 0.988
10 H 1.194 2.355 -3.080  O5 0.975
11 C 0.592 -1.567 -1.408  H2 1.059, H3 1.079, C4 1.544, N6 1.532
12 S -0.635 0.040 2.336  C13 1.888, C15 1.790
13 C -0.551 -1.129 0.856  H1 1.067, C4 1.536, H8 1.070, S12 1.888
14 H 0.525 0.247 -0.427  C4 1.131
15 C -0.003 1.533 1.580  S12 1.790, H16 1.089, H17 1.115, H18 1.089
16 H -0.321 2.444 2.085  C15 1.089
17 H 1.112 1.541 1.529  C15 1.115
18 H -0.464 1.554 0.593  C15 1.089
19 H -0.080 -0.915 -3.381  N6 1.099
20 H 0.480 1.121 -2.388  O5 0.954

The net charge is 0. As for the spin multiplicity: 1. Its HOMO energy is -8.37 eV.

Here are the Löwdin charges for atoms 1 to 5, given in e: H 0.060; H 0.086; H 0.104; C -0.267; O -0.086

Entry 2
A 2-piece molecular cluster, C4H13NOS overall. Source: the Open Molecules 2025 dataset; level of theory: ωB97M-V with the def2-TZVPD basis set.

Each atom is followed by the atoms it is bonded to, with distances in Å.
Positions of all 20 atoms, in Å:
1 N 1.409 1.571 0.262  H7 1.097, C17 1.475, H18 0.952
2 H -1.105 0.286 1.000  C12 1.086
3 H 1.478 -0.313 1.059  O9 1.011
4 H -0.347 2.503 -0.928  C17 1.067
5 S -1.723 -1.785 -1.170  C11 1.772, C19 1.820
6 H -1.522 -3.257 0.588  C11 1.142
7 H 2.034 1.291 -0.595  N1 1.097
8 H 2.803 -1.140 1.112  O9 0.942
9 O 1.867 -1.246 1.092  H3 1.011, H8 0.942
10 H -0.325 2.695 0.709  C17 1.113
11 C -0.885 -2.360 0.282  S5 1.772, H6 1.142, H14 1.078, H16 1.087
12 C -1.095 0.781 0.034  H2 1.086, C17 1.660, C19 1.589, H20 1.063
13 H -1.235 0.284 -2.077  C19 1.065
14 H -0.682 -1.632 1.050  C11 1.078
15 H 0.184 -0.345 -1.482  C19 1.084
16 H 0.037 -2.699 -0.184  C11 1.087
17 C 0.036 1.991 -0.073  N1 1.475, H4 1.067, H10 1.113, C12 1.660
18 H 1.954 2.285 0.578  N1 0.952
19 C -0.851 -0.187 -1.202  S5 1.820, C12 1.589, H13 1.065, H15 1.084
20 H -2.031 1.277 -0.055  C12 1.063

The net charge is 0. As for the spin multiplicity: 1. Its HOMO energy is -8.09 eV.

Here are the Löwdin charges for atoms 1 to 5, given in e: N -0.010; H 0.077; H 0.026; H 0.084; S 0.777

Ordering by calculated energy gives the sequence entry 1, entry 2, with the first entry being the most stable.

Entry 1
A 2-piece molecular cluster, C4H13NOS overall. Source: the Open Molecules 2025 dataset; level of theory: ωB97M-V with the def2-TZVPD basis set.

Each atom is followed by the atoms it is bonded to, with distances in Å.
Positions of all 20 atoms, in Å:
1 C 0.573 -0.577 0.191  C5 1.502, H9 1.105, H16 1.127, C20 1.544
2 H -1.146 -1.346 1.491  C20 1.096
3 H 1.667 -0.076 -1.509  C5 1.096
4 H -0.862 1.117 3.729  C14 1.097
5 C 0.621 -0.317 -1.287  C1 1.502, H3 1.096, S7 1.825, H15 1.089
6 H -1.118 1.535 1.147  N13 1.011
7 S 0.272 -1.727 -2.392  C5 1.825, H10 1.340
8 H -2.470 1.172 2.908  C14 1.086
9 H 1.338 -0.016 0.759  C1 1.105
10 H -0.888 -2.233 -1.951  S7 1.340
11 H 0.959 2.379 0.749  O19 0.963
12 H 0.961 3.281 -0.542  O19 0.955
13 N -0.814 0.716 1.656  H6 1.011, C14 1.488, C20 1.432
14 C -1.511 0.665 2.969  H4 1.097, H8 1.086, N13 1.488, H17 1.091
15 H -0.066 0.462 -1.614  C5 1.089
16 H 1.044 -1.578 0.405  C1 1.127
17 H -1.733 -0.378 3.196  C14 1.091
18 H -1.521 -0.427 -0.013  C20 1.160
19 O 1.507 2.866 0.124  H11 0.963, H12 0.955
20 C -0.799 -0.496 0.893  C1 1.544, H2 1.096, N13 1.432, H18 1.160

The net charge is 0. As for the spin multiplicity: 1. Its HOMO energy is -8.82 eV.

Here are the Löwdin charges for atoms 1 to 5, given in e: C -0.293; H 0.110; H 0.073; H 0.074; C -0.591

Entry 2
A 2-piece molecular cluster, C4H13NOS overall. Source: the Open Molecules 2025 dataset; level of theory: ωB97M-V with the def2-TZVPD basis set.

Each atom is followed by the atoms it is bonded to, with distances in Å.
Positions of all 20 atoms, in Å:
1 H 0.512 2.208 -1.681  C16 1.082
2 H -1.744 1.164 -1.955  C8 1.088
3 H -1.261 0.116 0.797  N17 1.008
4 C 1.197 1.333 0.110  S7 1.822, H13 1.084, C16 1.577, H18 1.087
5 H 0.539 -3.523 5.204  O6 0.943
6 O 1.297 -3.070 4.872  H5 0.943, H19 0.959
7 S 2.390 0.133 -0.568  C4 1.822, H11 1.319
8 C -1.086 0.724 -1.209  H2 1.088, C10 1.590, C16 1.533, N17 1.458
9 H -0.512 2.454 -0.200  C16 1.100
10 C -0.590 -0.502 -2.090  C8 1.590, H12 1.091, H14 1.087, H15 1.086
11 H 1.650 -0.937 -0.784  S7 1.319
12 H -1.514 -0.933 -2.479  C10 1.091
13 H 1.771 2.235 0.288  C4 1.084
14 H -0.203 -1.291 -1.449  C10 1.087
15 H 0.155 -0.391 -2.872  C10 1.086
16 C 0.010 1.735 -0.848  H1 1.082, C4 1.577, C8 1.533, H9 1.100
17 N -1.765 0.108 -0.076  H3 1.008, C8 1.458, H20 1.015
18 H 0.807 0.977 1.061  C4 1.087
19 H 1.067 -2.995 3.944  O6 0.959
20 H -2.718 0.455 -0.065  N17 1.015

The net charge is 0. As for the spin multiplicity: 1. Its HOMO energy is -8.98 eV.

Here are the Löwdin charges for atoms 1 to 5, given in e: H 0.102; H 0.125; H 0.064; C -0.543; H 0.014

Ordering by calculated energy gives the sequence entry 2, entry 1, with the first entry being the most stable.